{"formula": "C32H88N8O8", "method": "ωB97M-V/def2-TZVPD", "total_energy_ha": -2311.7234, "relative_energy_kcal_mol": 82.3, "homo_lumo_gap_ev": 9.071, "smiles": "COC[C@H](C)N.COC[C@H](C)N.COC[C@H](C)N.COC[C@H](C)N.COC[C@H](C)N.COC[C@H](C)N.COC[C@H](C)N.COC[C@H](C)N", "lumo_energy_ev": 0.541, "species": ["O", "O", "O", "O", "O", "O", "O", "O", "N", "N", "N", "N", "N", "N", "N", "N", "C", "C", "C", "C", "C", "C", "C", "C", "C", "C", "C", "C", "C", "C", "C", "C", "C", "C", "C", "C", "C", "C", "C", "C", "C", "C", "C", "C", "C", "C", "C", "C", "H", "H", "H", "H", "H", "H", "H", "H", "H", "H", "H", "H", "H", "H", "H", "H", "H", "H", "H", "H", "H", "H", "H", "H", "H", "H", "H", "H", "H", "H", "H", "H", "H", "H", "H", "H", "H", "H", "H", "H", "H", "H", "H", "H", "H", "H", "H", "H", "H", "H", "H", "H", "H", "H", "H", "H", "H", "H", "H", "H", "H", "H", "H", "H", "H", "H", "H", "H", "H", "H", "H", "H", "H", "H", "H", "H", "H", "H", "H", "H", "H", "H", "H", "H", "H", "H", "H", "H"], "positions_angstrom": [[2.8135, 2.8386, 2.6222], [6.4977, 0.4406, -4.2729], [-3.8408, -3.9310, 2.1966], [-0.3324, 0.3761, 4.0445], [-1.3271, -1.2000, -0.0757], [-0.5139, 2.4922, -5.1334], [-4.0316, 2.3255, -1.0411], [1.9344, -4.2814, 0.6596], [-2.4231, -2.5204, 5.0785], [3.2521, -3.0231, -2.5279], [5.6795, 1.0732, 1.1086], [1.1447, -0.8143, -1.5905], [4.3137, -0.2855, -1.3193], [-1.6198, 5.4185, -3.0532], [-7.1761, -2.7432, 3.3495], [-4.9319, 4.3345, -2.7057], [0.6537, 1.1581, -0.3882], [-1.2092, -1.7343, 4.9782], [3.8950, 1.5780, -2.8977], [-5.0421, -1.6317, 3.6356], [5.7374, 2.1119, 3.1889], [-5.8787, 3.6778, -1.7986], [2.9761, -3.7740, -0.2050], [-0.3054, -2.6531, 4.1663], [-0.0752, -1.1359, 0.5644], [-3.5329, 1.0038, -0.9009], [-1.5069, -0.3676, 4.3746], [-5.3437, 2.2442, -1.5512], [2.3001, 4.1040, 2.3792], [2.2387, -5.2156, -2.1756], [-2.2879, -1.8027, 0.7913], [0.5246, 4.4005, -3.0527], [7.9180, 0.2059, -4.4084], [-7.3582, 3.7799, -2.2513], [0.9506, -0.3525, -0.2364], [3.7666, 2.5259, 1.6690], [-0.6144, 1.7016, 3.6286], [-0.8236, 1.1103, -5.3555], [-3.1303, -5.1091, 2.4675], [6.0517, 0.2028, -2.9467], [-5.8133, -2.6501, 2.7800], [-0.7693, 4.5759, -3.8855], [-1.3900, 3.1836, -4.2158], [4.8212, 1.5266, 2.1726], [4.5078, 0.2158, -2.6840], [2.4034, -3.7973, -1.6206], [2.3312, -4.3224, 2.0596], [-5.2180, -4.0401, 2.6919], [0.3561, 3.8839, -2.1078], [-0.1725, 1.3283, -1.0785], [3.1677, -5.7665, -2.3230], [-7.5360, 3.3097, -3.2185], [-4.0361, 3.9712, -2.4128], [-5.7288, 4.2470, -0.8812], [-7.7255, -3.4092, 2.8255], [1.5972, -5.2741, -3.0549], [-3.4438, 0.3678, -1.7816], [1.4690, -4.6741, 2.6262], [1.2562, 3.7445, -3.5245], [3.3134, -0.2908, -1.1793], [-2.0546, -2.8667, 0.8312], [-1.7253, 0.9676, -5.9511], [4.6108, 2.1127, -3.5221], [-2.2947, -3.4453, 5.4635], [-2.4965, 5.5182, -3.5447], [-5.2495, -4.3097, 3.7475], [-2.1062, 0.0702, 5.1728], [8.2622, -0.7573, -4.0319], [-0.6082, 5.2090, -4.7580], [-5.7975, -4.6771, 2.0236], [-0.8961, 0.6482, -4.3709], [-5.8530, -2.2278, 1.7759], [-5.6056, -0.7041, 3.7360], [0.3458, 2.1682, 3.4083], [6.3474, 1.4092, 3.7566], [-4.9672, 5.2865, -2.3703], [8.4601, 0.9241, -3.7931], [3.8411, -4.4303, -0.3000], [-0.0326, 0.5282, -5.8283], [-5.9266, 1.7056, -0.8040], [-2.1790, -5.1442, 1.9366], [5.1754, 2.6144, 3.9761], [6.6142, 0.8656, -2.2891], [1.4995, 4.3957, 3.0590], [-2.5685, 1.1237, -0.4073], [0.3730, 1.6632, 0.5360], [-7.7111, 4.8072, -2.3430], [3.6535, 2.1241, -1.9858], [4.0031, -3.6347, -2.8143], [2.6136, -3.3076, 2.3395], [-4.1400, 0.3792, -0.2457], [-2.8897, -2.7682, 4.2177], [1.4332, -3.3009, -1.6012], [3.1752, -5.0087, 2.1290], [0.7088, -2.2540, 4.1799], [3.9697, -0.4510, -3.3577], [-7.5969, -1.8253, 3.3264], [-3.2954, -1.7110, 0.3854], [6.3472, 0.3962, 1.4493], [-4.9685, -1.9938, 4.6610], [5.1687, 0.5974, 0.3787], [1.0002, 5.3051, -2.6738], [4.2469, 0.6802, 2.5492], [2.7511, -2.7448, -3.3596], [-3.6869, -5.9934, 2.1571], [-0.7873, -1.5936, 5.9733], [-0.7251, -2.7255, 3.1630], [1.9119, -0.2833, 0.2727], [2.9554, 1.5885, -3.4501], [-2.2726, -0.3112, 3.6009], [0.0110, -0.7850, 1.5928], [8.3015, 0.2583, -5.4273], [1.7646, -5.7658, -1.3629], [3.2976, -2.7502, -0.0137], [-0.2384, -3.6340, 4.6369], [6.3287, 2.9247, 2.7671], [0.1836, -1.0191, -1.8241], [-1.1596, 6.3148, -2.9834], [-4.0138, -1.4923, 3.3020], [1.6520, -1.6873, -1.5646], [-5.4149, 1.7060, -2.4964], [-2.3401, 3.3946, -4.7066], [-8.0402, 3.2223, -1.6094], [-2.8335, -5.2123, 3.5112], [-1.6276, 2.6723, -3.2830], [-1.3902, 1.6636, 2.8640], [1.7699, 4.0960, 1.4269], [4.5210, -1.2734, -1.2862], [-0.9190, 2.3349, 4.4618], [-2.2889, -1.3870, 1.7989], [4.2906, 3.3720, 1.2245], [1.4929, 1.7045, -0.8186], [3.2462, 2.1384, 0.7932], [0.2263, -2.1814, 0.6288], [6.3978, -0.8090, -2.7352], [3.0161, 4.9175, 2.4969]], "atomic_forces_ev_per_a": [[0.18, 0.22, 1.32], [0.44, -0.12, -1.01], [-1.32, -0.10, 0.65], [-0.60, -0.83, 0.38], [-0.80, 1.32, 0.70], [-0.08, -0.13, 0.30], [-0.16, -1.02, -0.87], [1.10, 0.44, 0.22], [-2.02, 0.09, 1.17], [0.44, 0.25, 0.49], [0.14, 0.07, -1.07], [-0.15, -0.34, -0.03], [-0.01, 0.36, 0.24], [-0.99, -0.86, 0.39], [0.87, -0.42, 0.01], [-0.58, -0.03, -0.42], [-0.90, 0.19, 0.11], [0.35, -1.92, -1.38], [-0.07, 0.74, -0.36], [-0.13, -1.01, 0.46], [-0.48, 1.23, 1.76], [0.00, -0.36, 0.49], [-1.23, -0.68, -0.86], [1.27, 1.05, 0.18], [1.36, -0.90, -0.12], [0.82, 0.14, 1.12], [-0.26, 0.65, 0.96], [-1.14, 1.15, 0.14], [-1.36, 0.76, 0.08], [-0.78, -0.33, 1.49], [0.25, -0.48, -0.63], [0.28, -0.82, 0.05], [-0.40, 0.33, 0.80], [0.46, -0.70, -0.20], [0.32, 2.24, 0.06], [1.17, -0.81, -1.45], [0.44, -0.18, 0.92], [-0.07, 0.35, 1.04], [0.54, -0.55, -0.13], [0.11, -0.94, -0.06], [-0.54, 1.30, -0.43], [1.44, -0.15, 1.08], [0.33, 1.29, -0.92], [-0.45, -0.46, -0.18], [0.66, -0.23, -0.28], [-0.06, -0.38, -1.22], [-0.12, 0.16, -1.69], [1.25, 1.46, 0.37], [-0.81, -0.24, 0.04], [-0.18, -0.13, -0.11], [0.31, 0.41, -0.30], [0.44, 0.07, -0.29], [0.50, 0.23, -0.08], [-0.66, -0.44, 0.72], [-0.31, 0.18, -0.09], [0.19, 0.12, -0.04], [0.15, 0.63, -0.69], [0.16, 0.06, -0.04], [0.14, 0.37, -0.42], [-0.27, 0.27, 0.05], [-0.09, -0.16, 0.31], [-0.24, 0.11, 0.13], [-0.15, 0.54, 0.16], [0.59, 0.19, 0.62], [-0.31, 0.49, 0.08], [0.26, -1.04, -0.01], [0.28, 0.84, 0.48], [-0.52, -0.46, 0.15], [0.58, -0.91, -0.74], [-0.01, -0.24, 0.19], [-0.54, -0.27, 0.11], [0.02, 0.01, -0.42], [0.17, 0.18, -0.47], [-0.08, -0.32, -0.99], [0.23, -0.23, -0.51], [0.47, 0.41, -0.52], [0.08, 0.35, -0.04], [0.37, -0.18, 0.84], [0.40, 0.80, -0.30], [-0.50, 0.00, -0.01], [-0.09, 0.42, -0.38], [-0.35, 0.00, 0.15], [-0.38, 0.30, 0.45], [0.01, -0.63, 0.59], [0.08, -0.28, -0.27], [0.08, -0.15, 0.28], [0.19, 0.04, 0.19], [0.55, 0.03, 0.21], [0.23, 0.12, -0.27], [0.07, -0.05, 0.41], [-0.44, 0.27, 0.43], [0.34, 0.67, -0.57], [-0.16, -0.46, 0.11], [0.06, 0.00, 0.42], [0.23, 0.00, -0.61], [0.52, -0.31, -0.45], [-0.26, -0.11, -0.08], [0.18, 0.14, -0.22], [0.14, 0.09, 0.24], [0.02, -0.19, 0.06], [-0.23, -0.03, -0.44], [-0.01, 0.40, -0.71], [-0.18, -0.10, 0.67], [-0.05, -0.03, -0.08], [-0.15, -0.14, 0.07], [-0.10, 0.09, 0.05], [0.31, -0.17, -0.13], [0.07, -0.89, 0.47], [-0.03, -0.46, -0.09], [0.39, -0.63, -0.86], [-1.02, 0.47, 0.27], [-0.74, 0.33, -0.13], [-0.41, -0.35, -0.14], [-0.09, 0.08, 0.60], [-0.21, -0.04, -0.04], [0.32, -0.33, -0.29], [-0.15, -0.33, -0.99], [-0.25, 0.17, 0.05], [-0.40, 0.35, -0.28], [-0.11, 0.14, -0.18], [0.33, -0.25, -0.23], [-0.33, -0.21, -0.19], [0.13, 0.21, 0.50], [-0.37, 0.05, 0.39], [0.40, -0.44, 0.10], [0.24, 0.49, -0.37], [0.39, 0.40, -0.58], [0.28, -0.24, -0.27], [-0.75, -0.18, 0.32], [0.20, 0.12, -0.04], [0.17, 0.63, 0.51], [0.21, -0.29, 0.04], [-0.08, -0.61, -0.27], [0.66, -0.34, 0.08], [-0.06, -0.36, 0.53], [0.42, -0.11, -0.50]]}